DFT (ωB97M-V/def2-TZVPD) results for a molecular structure, CHBr3O at a distorted geometry.

Last column: Mulliken spin population.
Element x y z (Å)
C1 0.216 0.001 0.097  0.436
O1 -1.006 0.008 0.613  0.020
Br1 0.814 1.757 -0.530  0.190
Br2 0.224 -1.342 -1.559  1.224
Br3 1.442 -0.698 1.401  0.119
H1 -1.690 0.273 -0.022  0.010

Output
- Net charge: 0
- Energy: -213223.5482 eV
- ⟨S²⟩: 2.01
- Relative energy (zero: lowest compared OMol25 entry of this formula, charge and spin): 7.1 kcal/mol
- F_max: 3.58 eV/A
- 2S+1: 3

DFT (ωB97M-V/def2-TZVPD) results for a molecular structure, C51H45CoN9S.

Last column: Mulliken spin population.
Element x y z (Å)
Co1 -0.480 -0.211 -0.037  1.292
C1 2.709 -0.661 0.587  0.019
N1 1.867 0.473 0.264  0.045
C2 2.135 1.639 1.084  0.096
C3 1.011 2.628 1.023  0.375
N2 0.103 2.718 -0.043  0.131
C4 -0.114 4.109 -0.269  -0.001
C5 -0.863 4.783 -1.218  -0.019
C6 -0.887 6.178 -1.182  0.032
C7 -0.176 6.889 -0.224  -0.016
C8 0.597 6.223 0.721  0.044
C9 0.616 4.841 0.672  0.007
N3 1.310 3.926 1.440  0.106
C10 2.000 -1.938 0.284  0.019
N4 0.798 -2.025 -0.211  -0.004
C11 0.547 -3.396 -0.324  0.005
C12 -0.551 -4.075 -0.841  0.000
C13 -0.533 -5.455 -0.827  0.000
C14 0.566 -6.166 -0.321  0.000
C15 1.682 -5.509 0.164  0.000
C16 1.648 -4.119 0.141  0.000
N5 2.569 -3.154 0.516  0.001
H1 2.932 -0.648 1.656  -0.002
H2 3.672 -0.648 0.060  -0.002
H3 1.946 0.699 -0.718  -0.016
H4 3.075 2.148 0.799  0.054
H5 2.266 1.301 2.118  0.030
H6 -1.420 4.257 -1.977  -0.010
H7 -1.474 6.710 -1.920  0.004
H8 -0.213 7.972 -0.220  0.001
H9 1.166 6.763 1.468  0.001
H10 1.869 4.142 2.244  0.011
H11 -1.386 -3.526 -1.245  -0.002
H12 -1.384 -6.000 -1.220  0.000
H13 0.545 -7.248 -0.319  0.000
H14 2.541 -6.051 0.541  0.000
H15 3.481 -3.309 0.907  -0.001
S1 -0.711 1.738 4.064  0.037
C17 0.223 0.326 4.460  0.041
C18 0.767 -0.037 5.685  -0.022
C19 1.455 -1.236 5.777  0.037
C20 1.583 -2.059 4.654  -0.023
C21 1.044 -1.694 3.434  0.031
C22 0.363 -0.478 3.317  -0.034
N6 -0.243 0.014 2.178  0.080
C23 -0.832 1.176 2.409  0.175
C24 -1.680 1.786 1.409  0.175
C25 -2.957 2.247 1.708  -0.102
C26 -3.818 2.630 0.698  0.229
C27 -3.401 2.481 -0.646  -0.107
C28 -2.131 2.107 -0.963  0.218
C29 -1.131 1.804 0.044  0.044
H16 0.645 0.600 6.553  -0.002
H17 1.884 -1.540 6.722  0.004
H18 2.099 -3.006 4.744  0.000
H19 1.111 -2.356 2.580  0.010
H20 -3.290 2.241 2.742  0.004
H21 -4.817 2.978 0.927  0.010
H22 -4.103 2.694 -1.446  0.002
H23 -1.832 2.071 -2.004  0.052
C30 -6.515 -3.841 -0.335  0.000
C31 -5.617 -4.395 -1.409  0.000
C32 -6.029 -5.463 -2.192  0.000
C33 -5.226 -5.991 -3.195  0.000
C34 -3.969 -5.450 -3.398  0.000
C35 -3.526 -4.390 -2.618  -0.001
C36 -4.350 -3.836 -1.636  0.002
N7 -3.964 -2.774 -0.791  0.003
C37 -2.931 -1.849 -0.914  0.032
N8 -2.631 -1.511 -2.191  -0.012
C38 -1.568 -0.739 -2.761  -0.030
C39 -0.589 -0.104 -1.989  -0.070
C40 0.328 0.662 -2.721  -0.012
C41 0.305 0.782 -4.103  -0.002
C42 -0.678 0.122 -4.823  -0.001
C43 -1.631 -0.640 -4.163  0.002
C44 -2.724 -1.312 -4.962  0.000
N9 -2.336 -1.362 0.120  0.030
C45 -2.789 -1.761 1.409  -0.010
C46 -1.974 -2.589 2.181  0.009
C47 -2.326 -2.955 3.467  -0.005
C48 -3.517 -2.494 4.012  0.006
C49 -4.338 -1.682 3.249  0.001
C50 -4.002 -1.305 1.947  -0.006
C51 -4.961 -0.437 1.169  0.018
H24 -7.431 -4.425 -0.269  0.000
H25 -6.786 -2.804 -0.541  0.000
H26 -6.040 -3.868 0.652  0.000
H27 -7.010 -5.888 -2.015  0.000
H28 -5.578 -6.817 -3.799  0.000
H29 -3.312 -5.858 -4.157  0.000
H30 -2.522 -4.020 -2.767  0.001
H31 -4.356 -2.804 0.136  -0.002
H32 -3.288 -1.867 -2.861  0.001
H33 1.058 1.272 -2.195  -0.001
H34 1.035 1.400 -4.614  0.001
H35 -0.721 0.205 -5.904  0.000
H36 -2.587 -1.113 -6.024  0.000
H37 -3.717 -0.939 -4.688  0.000
H38 -2.733 -2.398 -4.836  0.000
H39 -1.045 -2.937 1.746  0.003
H40 -1.666 -3.590 4.046  0.000
H41 -3.799 -2.759 5.024  0.000
H42 -5.270 -1.315 3.666  0.000
H43 -5.331 0.373 1.796  0.001
H44 -5.829 -1.014 0.839  -0.001
H45 -4.490 0.010 0.297  -0.011

Output
- Net charge: 0
- Energy: -115490.7547 eV
- ⟨S²⟩: 3.89
- F_max: 0.46 eV/A
- 2S+1: 4

DFT (ωB97M-V/def2-TZVPD) results for 2 unconnected molecules or ions with the total composition C2HClFNO2 at a distorted geometry.

Last column: natural (NBO) charge in e.
Element x y z (Å)
C1 0.851 -0.002 -0.444  0.349
C2 -1.014 0.558 0.673  0.290
N1 0.907 -1.307 -0.182  0.140
O1 0.229 -1.998 0.515  -0.216
O2 0.995 0.742 -1.361  -0.513
F1 -0.994 1.893 0.372  -0.327
Cl1 -2.342 -0.155 -0.043  0.096
H1 1.367 0.269 0.471  0.182

Output
- Net charge: 0
- Energy: -22907.8802 eV
- Relative energy (zero: lowest compared OMol25 entry of this formula, charge and spin): 60.0 kcal/mol
- F_max: 3.92 eV/A

DFT (ωB97M-V/def2-TZVPD) results for 2 unconnected molecules or ions with the total composition C4H11N3O2 at a distorted geometry.

Last column: natural (NBO) charge in e.
Element x y z (Å)
C1 -0.523 0.829 2.751  -0.725
C2 -0.232 -0.492 2.122  0.836
O1 -1.387 -1.060 1.686  -0.748
O2 0.804 -1.101 2.167  -0.588
H1 -1.013 0.525 3.682  0.241
H2 -1.167 1.456 2.169  0.234
H3 0.364 1.330 3.134  0.234
C3 -0.528 1.483 -1.067  -0.454
C4 0.691 -0.475 -1.500  0.558
N1 1.602 -1.469 -1.125  -0.860
N2 0.158 0.262 -0.611  -0.539
N3 0.563 -0.380 -2.863  -0.846
H4 1.248 -2.415 -1.139  0.376
H5 2.103 -1.350 -0.257  0.404
H6 -1.417 -1.457 0.814  0.509
H7 -0.304 -0.167 -3.327  0.390
H8 1.178 -0.949 -3.418  0.398
H9 -0.114 2.249 -0.407  0.203
H10 -1.523 1.398 -0.696  0.195
H11 -0.503 1.783 -2.114  0.183

Output
- SMILES: CN=C(N)N.CC(=O)O
- Net charge: 0
- Energy: -12891.6733 eV
- Relative energy (zero: lowest compared OMol25 entry of this formula, charge and spin): 26.7 kcal/mol
- F_max: 1.73 eV/A

DFT (ωB97M-V/def2-TZVPD) results for a molecular structure, C58H59NOP3STi at a distorted geometry.

Last column: Löwdin charge in e.
Element x y z (Å)
Ti1 0.102 0.490 -0.701  0.633
O1 -0.664 0.609 -3.830  -0.411
S1 -0.629 -0.568 -2.946  0.848
C1 0.490 -1.820 -3.567  -0.346
C2 0.354 -2.270 -4.871  -0.035
C3 1.195 -3.264 -5.334  -0.011
C4 2.170 -3.787 -4.498  -0.006
C5 2.313 -3.310 -3.205  -0.032
C6 1.463 -2.323 -2.703  -0.313
P1 1.638 -1.672 -0.991  1.118
C7 1.923 -3.138 0.083  -0.412
C8 3.643 -3.755 1.261  -0.155
C9 3.278 -5.061 1.897  -0.017
C10 2.114 -5.701 1.747  -0.058
C11 0.977 -5.293 0.929  -0.057
C12 0.853 -4.174 0.210  -0.066
C13 3.465 -1.393 -0.790  -0.290
C14 3.701 -0.587 0.447  -0.087
C15 3.196 -1.250 1.503  -0.038
C16 2.567 -2.635 1.441  -0.164
C17 3.330 -3.734 -0.284  -0.180
C18 4.132 -2.576 -0.749  -0.021
C19 -2.145 -1.480 -3.105  -0.382
C20 -2.778 -1.627 -4.328  -0.039
C21 -3.914 -2.413 -4.382  -0.006
C22 -4.377 -3.044 -3.230  -0.009
C23 -3.768 -2.835 -2.005  -0.046
C24 -2.634 -2.027 -1.923  -0.321
P2 -2.115 -1.120 -0.406  1.069
C25 -3.799 -0.413 -0.234  -0.380
C26 -4.170 0.521 -1.204  -0.118
C27 -5.478 0.968 -1.277  -0.046
C28 -6.427 0.479 -0.387  -0.035
C29 -6.060 -0.456 0.571  -0.038
C30 -4.749 -0.907 0.651  -0.088
C31 -1.848 -2.197 1.031  -0.380
C32 -2.527 -3.386 1.287  -0.078
C33 -2.353 -4.032 2.502  -0.037
C34 -1.527 -3.488 3.475  -0.031
C35 -0.824 -2.320 3.219  -0.056
C36 -0.966 -1.694 1.994  -0.149
H1 -0.395 -1.845 -5.524  0.117
H2 1.085 -3.628 -6.347  0.132
H3 2.822 -4.572 -4.857  0.131
H4 3.118 -3.693 -2.604  0.091
H5 4.654 -3.464 1.538  0.154
H6 4.039 -5.513 2.521  0.122
H7 1.988 -6.639 2.273  0.115
H8 0.149 -5.991 0.906  0.115
H9 -0.045 -4.023 -0.376  0.098
H10 4.221 0.364 0.487  0.110
H11 3.260 -0.847 2.506  0.115
H12 1.925 -2.792 2.303  0.137
H13 3.401 -4.702 -0.775  0.160
H14 5.215 -2.600 -0.671  0.148
H15 -2.407 -1.111 -5.205  0.126
H16 -4.442 -2.528 -5.319  0.132
H17 -5.263 -3.664 -3.283  0.130
H18 -4.211 -3.271 -1.121  0.107
H19 -3.432 0.881 -1.917  0.103
H20 -5.767 1.690 -2.030  0.121
H21 -7.452 0.817 -0.450  0.123
H22 -6.801 -0.847 1.255  0.123
H23 -4.476 -1.631 1.407  0.110
H24 -3.182 -3.821 0.545  0.101
H25 -2.882 -4.956 2.697  0.125
H26 -1.424 -3.981 4.433  0.125
H27 -0.174 -1.898 3.976  0.119
H28 -0.402 -0.785 1.784  0.068
C37 -3.333 3.518 2.251  -0.074
C38 -2.965 2.183 1.595  -0.464
C39 -3.020 1.038 2.621  -0.093
P3 -1.329 2.129 0.697  1.112
C40 -0.991 3.682 -0.281  -0.502
C41 -1.342 5.002 0.399  -0.082
C42 -1.660 3.531 -1.653  -0.083
C43 -0.066 2.058 2.001  -0.287
C44 -0.229 2.271 3.362  -0.013
C45 0.843 2.160 4.245  -0.217
C46 0.656 2.414 5.708  -0.012
C47 2.100 1.849 3.721  0.013
C48 2.292 1.684 2.367  -0.038
C49 1.208 1.758 1.492  -0.322
N1 1.356 1.665 0.081  -0.077
C50 2.371 2.481 -0.484  -0.178
C51 2.936 3.635 0.134  -0.157
C52 2.388 4.421 1.307  -0.010
C53 4.056 4.207 -0.456  0.018
C54 4.603 3.781 -1.660  -0.220
C55 5.813 4.432 -2.243  -0.017
C56 3.902 2.793 -2.351  0.024
C57 2.812 2.169 -1.791  -0.184
C58 2.027 1.210 -2.624  -0.024
H29 -4.155 3.322 2.941  0.104
H30 -3.688 4.247 1.528  0.075
H31 -2.522 3.966 2.822  0.073
H32 -3.701 1.993 0.819  0.081
H33 -2.639 1.354 3.590  0.076
H34 -2.449 0.166 2.314  0.036
H35 -4.052 0.729 2.765  0.094
H36 0.091 3.658 -0.427  0.085
H37 -2.406 5.219 0.332  0.076
H38 -0.814 5.810 -0.109  0.101
H39 -1.046 5.019 1.448  0.076
H40 -2.748 3.539 -1.564  0.089
H41 -1.359 2.604 -2.162  0.044
H42 -1.379 4.364 -2.298  0.104
H43 -1.189 2.551 3.767  0.097
H44 -0.385 2.295 6.005  0.090
H45 0.956 3.436 5.951  0.106
H46 1.273 1.745 6.306  0.096
H47 2.948 1.774 4.392  0.140
H48 3.285 1.530 1.970  0.115
H49 2.990 4.270 2.204  0.101
H50 1.354 4.205 1.552  0.062
H51 2.458 5.480 1.060  0.104
H52 4.498 5.066 0.037  0.139
H53 6.425 4.899 -1.474  0.092
H54 5.512 5.215 -2.944  0.106
H55 6.417 3.716 -2.798  0.094
H56 4.210 2.531 -3.357  0.141
H57 2.056 1.500 -3.672  0.130
H58 0.959 1.273 -2.330  0.008
H59 2.400 0.185 -2.554  0.066

Output
- Net charge: +3
- Energy: -126430.1244 eV
- Relative energy (zero: lowest compared OMol25 entry of this formula, charge and spin): 137.4 kcal/mol
- F_max: 1.17 eV/A

DFT (ωB97M-V/def2-TZVPD) results for a single C10H15BrN2O2 molecule at a distorted geometry.

Last column: natural (NBO) charge in e.
Element x y z (Å)
C1 -3.489 2.406 1.761  -0.217
C2 -4.139 3.053 0.731  -0.064
C3 2.296 -1.284 -0.091  -0.373
C4 2.283 -0.610 -1.459  -0.437
C5 0.976 -2.046 0.120  -0.448
C6 1.050 0.188 -1.735  -0.081
C7 -0.190 -1.119 -0.198  0.376
C8 -2.102 2.867 1.797  -0.026
C9 -1.065 1.882 1.548  -0.497
C10 -1.292 0.846 0.505  -0.065
N1 -3.288 3.936 0.026  -0.146
N2 -2.185 3.950 0.491  -0.077
O1 -0.101 -0.612 -1.488  -0.534
O2 -0.342 -0.180 0.854  -0.554
Br1 -1.745 3.995 3.306  0.074
H1 -3.906 1.790 2.478  0.235
H2 -5.049 3.019 0.349  0.201
H3 3.247 -1.954 0.066  0.206
H4 2.276 -0.546 0.608  0.194
H5 3.179 0.026 -1.613  0.209
H6 2.296 -1.427 -2.076  0.195
H7 1.093 -2.923 -0.446  0.212
H8 1.031 -2.420 1.158  0.221
H9 1.163 1.179 -1.193  0.172
H10 0.908 0.395 -2.858  0.203
H11 -1.127 -1.707 -0.290  0.157
H12 -0.974 1.197 2.367  0.247
H13 -0.126 2.335 1.290  0.243
H14 -2.337 0.383 0.474  0.167
H15 -1.154 1.013 -0.535  0.206

Output
- SMILES: Br[C@@]1(CCO[C@@H]2CCCCO2)C=CN=N1
- Net charge: 0
- Energy: -87727.0313 eV
- Relative energy (zero: lowest compared OMol25 entry of this formula, charge and spin): 62.0 kcal/mol
- F_max: 5.36 eV/A